Entry 1:
C12H24ClCoIO10 | ωB97M-V/def2-TZVPD

Values from the calculation:
Net charge ... +1
Total energy ... -91551.9050 eV
<S²> ... 6.021
Spin multiplicity ... 5
LUMO energy (alpha / beta) ... -2.142 / -6.667 eV
Energy relative to the best compared isomer or geometry (same formula, charge and spin) ... 0.000 eV
HOMO level (alpha / beta) ... -12.640 / -12.166 eV

XYZ file:
```
49
Properties=species:S:1:pos:R:3:nbo_charge:R:1
Co -1.64 0.46 0.12 1.52
I -3.38 -0.57 2.00 -0.10
Cl -2.99 1.91 -1.31 -0.62
C -4.44 -1.64 -1.90 -0.27
O -3.41 -2.64 -1.92 -0.47
C -2.18 -2.34 -1.54 1.05
O -1.86 -1.26 -1.06 -0.77
O -1.38 -3.35 -1.79 -0.46
C -0.01 -3.32 -1.38 -0.28
H -4.29 -0.93 -2.71 0.20
H -4.48 -1.05 -0.99 0.20
H -5.39 -2.12 -2.11 0.22
H 0.61 -3.51 -2.26 0.21
H 0.27 -4.07 -0.65 0.20
H 0.38 -2.33 -1.10 0.20
C 2.79 -0.48 -1.04 -0.24
O 2.24 -0.03 -2.23 -0.48
C 1.10 0.67 -2.21 1.03
O 0.31 0.74 -1.28 -0.73
O 0.93 1.25 -3.40 -0.48
C -0.20 2.07 -3.63 -0.25
H 3.72 -0.95 -1.36 0.21
H 2.24 -1.28 -0.55 0.16
H 2.96 0.36 -0.37 0.19
H -1.06 1.41 -3.57 0.21
H -0.11 2.57 -4.59 0.21
H -0.20 2.87 -2.88 0.19
C 0.16 -3.02 2.65 -0.27
O 1.13 -1.99 2.61 -0.48
C 0.85 -0.98 1.77 1.05
O -0.16 -0.85 1.03 -0.73
O 1.80 0.00 1.80 -0.50
C 2.92 -0.06 2.71 -0.27
H 0.39 -3.89 3.28 0.23
H -0.06 -3.42 1.66 0.19
H -0.75 -2.59 3.07 0.20
H 2.59 -0.19 3.74 0.21
H 3.51 0.86 2.67 0.22
H 3.55 -0.90 2.42 0.20
C 0.32 4.05 0.47 -0.74
C 0.01 2.99 1.51 0.69
O -0.55 1.96 1.22 -0.66
C 0.51 3.18 2.91 -0.72
H 1.16 4.71 0.70 0.24
H -0.58 4.61 0.23 0.27
H 0.73 3.54 -0.41 0.24
H 1.30 3.93 2.95 0.23
H 0.95 2.21 3.14 0.24
H -0.31 3.45 3.58 0.27
```


Entry 2:
C39H50ClCoN2OPSSe2 | ωB97M-V/def2-TZVPD

Values from the calculation:
Net charge ... +1
Total energy ... -247242.4371 eV
<S²> ... 6.113
Spin multiplicity ... 5
LUMO energy (alpha / beta) ... -2.295 / -2.818 eV
Energy relative to the best compared isomer or geometry (same formula, charge and spin) ... 0.720 eV
HOMO level (alpha / beta) ... -8.854 / -10.689 eV

XYZ file:
```
98
Properties=species:S:1:pos:R:3:mulliken_spin:R:1
Co -0.18 -0.21 0.02 1.99
C 0.73 0.09 3.85 0.01
Se -0.38 0.72 2.38 0.06
C -2.09 -0.04 2.97 0.00
C -3.22 0.40 2.04 0.02
Se -2.80 -0.13 0.20 0.04
C -3.55 1.38 -0.75 0.01
H 0.61 -0.98 3.99 0.00
H 0.46 0.62 4.76 0.00
H 1.76 0.32 3.59 0.00
H -2.28 0.30 3.98 0.00
H -2.00 -1.12 2.99 0.00
H -3.34 1.48 2.04 0.00
H -4.15 -0.06 2.31 0.00
H -4.62 1.39 -0.60 0.00
H -3.33 1.24 -1.80 0.00
H -3.10 2.31 -0.40 0.00
O -0.30 0.00 -2.16 0.15
C -0.42 -1.15 -1.74 0.24
C -0.08 -2.50 -2.13 0.14
C -0.23 -3.01 -3.43 0.13
C -0.11 -4.37 -3.63 -0.04
C 0.17 -5.23 -2.57 0.08
C 0.34 -4.73 -1.28 -0.07
C 0.22 -3.36 -1.06 0.12
P 0.41 -2.48 0.52 0.01
C -0.48 -3.50 1.73 0.02
C 0.14 -4.25 2.73 0.00
C -0.62 -5.00 3.61 0.00
C -2.01 -5.01 3.51 0.00
C -2.63 -4.27 2.51 0.00
C -1.87 -3.51 1.63 0.01
C 2.17 -2.61 0.95 0.01
C 3.13 -3.19 0.11 0.00
C 4.47 -3.17 0.46 0.00
C 4.88 -2.58 1.66 0.00
C 3.93 -2.00 2.50 0.00
C 2.59 -2.01 2.14 0.01
H -0.47 -2.34 -4.26 0.00
H -0.23 -4.78 -4.63 0.00
H 0.26 -6.30 -2.75 0.00
H 0.56 -5.40 -0.46 0.00
H 1.23 -4.26 2.81 0.00
H -0.13 -5.59 4.38 0.00
H -2.60 -5.60 4.20 0.00
H -3.71 -4.28 2.42 0.00
H -2.36 -2.94 0.86 0.01
H 2.83 -3.65 -0.82 0.00
H 5.21 -3.62 -0.20 0.00
H 5.93 -2.57 1.93 0.00
H 4.24 -1.54 3.43 0.00
H 1.86 -1.53 2.80 0.00
C 6.54 -1.40 -1.87 0.00
C 5.16 -0.83 -1.57 0.00
C 4.16 -1.12 -2.68 0.00
C 2.76 -0.60 -2.36 -0.01
N 2.73 0.86 -2.25 -0.01
C 2.56 1.56 -1.12 -0.02
S 1.99 0.84 0.33 0.05
N 2.84 2.87 -1.18 0.00
C 2.73 3.84 -0.08 0.02
C 3.97 3.87 0.81 0.00
C 5.25 4.28 0.07 0.00
C 6.46 4.34 1.00 0.00
H 7.24 -1.20 -1.05 0.00
H 6.96 -0.97 -2.78 0.00
H 6.50 -2.49 -2.01 0.00
H 5.24 0.25 -1.41 0.00
H 4.78 -1.24 -0.63 0.00
H 4.09 -2.20 -2.85 0.00
H 4.51 -0.68 -3.63 0.00
H 2.44 -1.00 -1.41 0.02
H 2.04 -0.91 -3.12 0.01
H 3.09 1.37 -3.04 0.00
H 3.25 3.21 -2.03 0.00
H 1.85 3.60 0.49 0.00
H 2.57 4.82 -0.55 -0.01
H 4.10 2.87 1.25 0.00
H 3.78 4.56 1.64 0.00
H 5.09 5.26 -0.41 0.00
H 5.45 3.57 -0.73 0.00
H 6.30 5.07 1.81 0.00
H 7.36 4.64 0.47 0.00
H 6.65 3.37 1.47 0.00
Cl 1.57 8.21 -3.09 0.02
C 0.91 6.77 -2.39 0.20
C 0.82 5.62 -3.16 -0.09
C 0.31 4.47 -2.60 0.17
C -0.13 4.43 -1.25 0.09
C -0.57 3.24 -0.67 0.42
C -0.04 5.64 -0.50 0.19
C 0.48 6.79 -1.07 -0.09
H 1.15 5.64 -4.19 0.00
H 0.23 3.56 -3.20 0.01
H -0.64 2.34 -1.27 0.09
H -0.83 3.19 0.38 -0.02
H -0.37 5.65 0.53 0.00
H 0.55 7.71 -0.49 0.00
```


Question: Among the records above, which one has the highest total energy?
Answer: C12H24ClCoIO10


Question: Among the records above, which one has the highest <S²>?
Answer: C39H50ClCoN2OPSSe2


Question: What is the formula in the first record?
Answer: C12H24ClCoIO10